A gas-phase ion, C2H5N2Si (charge +1), computed with ωB97M-V/def2-TZVPD.

- lowest unoccupied orbital energy (alpha / beta) (eV) = -5.95 / -6.02
- HOMO (alpha / beta) (eV) = -12.1066 / -12.0038
- gap between HOMO and LUMO (alpha / beta) (eV) = 6.1576 / 5.9804

The geometry in ORCA input format:
```
! RIJCOSX wB97M-V def2-TZVPD def2/J DEFGRID3
* xyz 1 1
H -0.7917 -1.9105 0.8765
H 1.2993 -1.7249 -0.4633
H 2.6667 0.8504 -0.8973
Si 1.5651 0.5643 0.1089
H -2.6525 1.7288 -0.6799
C -1.8550 1.1036 -0.0831
H 0.8641 1.2553 1.1426
C -0.5494 -0.9742 0.1877
N 0.7763 -0.9309 -0.1810
N -1.3229 0.0381 -0.0112
*
```

natural (NBO) population analysis, charges in e, atoms 1 to 6: atom 1 (H): 0.24, atom 2 (H): 0.44, atom 3 (H): -0.08, atom 4 (Si): 1.32, atom 5 (H): 0.28, atom 6 (C): 0.13

=====

A single C2H5N3O molecule, computed with ωB97M-V/def2-TZVPD.

- lowest unoccupied orbital energy (eV) = 0.85
- HOMO (eV) = -9.1742
- gap between HOMO and LUMO (eV) = 10.0249
- SMILES string = [H]/N=C(\N)ON=C

The geometry in ORCA input format:
```
! RIJCOSX wB97M-V def2-TZVPD def2/J DEFGRID3
* xyz 0 1
N 1.0915 1.5074 0.0989
H 2.0693 1.6900 0.0750
O -0.3531 -0.3163 0.1712
C 0.8844 0.2599 0.0238
N -1.4053 0.6165 -0.1816
H -3.4479 0.4839 -0.3555
C -2.5215 -0.0427 0.0363
H 2.8429 -0.6074 -0.0147
H -2.5073 -1.1794 0.6222
N 1.8325 -0.7095 -0.0631
H 1.5142 -1.7024 -0.4125
*
```

natural (NBO) population analysis, charges in e, atoms 1 to 6: atom 1 (N): -0.74, atom 2 (H): 0.34, atom 3 (O): -0.41, atom 4 (C): 0.68, atom 5 (N): -0.09, atom 6 (H): 0.21

=====

A single C2H5N3O molecule, computed with ωB97M-V/def2-TZVPD.

- lowest unoccupied orbital energy (eV) = 0.89
- HOMO (eV) = -8.5978
- gap between HOMO and LUMO (eV) = 9.4868

The geometry in ORCA input format:
```
! RIJCOSX wB97M-V def2-TZVPD def2/J DEFGRID3
* xyz 0 1
N -1.7706 0.6267 -0.1225
H -2.6254 0.9565 0.3164
H 3.1733 1.3273 0.0353
N 2.3570 1.2087 -0.5618
C -0.3264 -1.2553 0.1483
O -1.1558 -0.2298 0.8304
H -1.1447 1.4190 -0.2821
C 0.9142 -0.6639 -0.2988
N 1.6344 0.2722 -0.2472
H -0.1446 -2.0424 0.8843
H -0.9114 -1.6192 -0.7024
*
```

natural (NBO) population analysis, charges in e, atoms 1 to 6: atom 1 (N): -0.55, atom 2 (H): 0.36, atom 3 (H): 0.34, atom 4 (N): -0.53, atom 5 (C): -0.17, atom 6 (O): -0.41

=====

A single C2H5N3O molecule, computed with ωB97M-V/def2-TZVPD.

- lowest unoccupied orbital energy (eV) = 0.72
- HOMO (eV) = -9.0099
- gap between HOMO and LUMO (eV) = 9.7278
- SMILES string = N/N=C\NC=O

The geometry in ORCA input format:
```
! RIJCOSX wB97M-V def2-TZVPD def2/J DEFGRID3
* xyz 0 1
H 1.7172 0.9611 0.9220
H -0.1877 -1.6008 -0.0084
C 0.3490 -0.6900 -0.1311
H -2.1670 1.5814 -0.2404
N -0.3370 0.5887 -0.0216
O -2.2843 -0.5141 0.1422
N 2.1654 0.4828 0.0537
H 3.2300 0.2472 0.2976
H 0.1197 1.4422 -0.7665
C -1.7260 0.5259 -0.0132
N 1.5750 -0.7192 -0.1002
*
```

natural (NBO) population analysis, charges in e, atoms 1 to 6: atom 1 (H): 0.36, atom 2 (H): 0.22, atom 3 (C): 0.18, atom 4 (H): 0.11, atom 5 (N): -0.70, atom 6 (O): -0.56

=====

A single C2H5N3O molecule, computed with ωB97M-V/def2-TZVPD.

- lowest unoccupied orbital energy (eV) = 0.95
- HOMO (eV) = -9.6655
- gap between HOMO and LUMO (eV) = 10.6138
- SMILES string = [H]/N=C(/N)ON=C

The geometry in ORCA input format:
```
! RIJCOSX wB97M-V def2-TZVPD def2/J DEFGRID3
* xyz 0 1
N 0.4503 -0.7797 -1.7081
H -0.9048 1.1659 -2.5881
C 0.4294 -0.6121 2.2204
H 0.8648 -1.4468 2.8224
H 0.2349 0.3815 2.7036
H -1.5056 1.6141 -1.0812
N -0.6978 1.3035 -1.6223
N 0.3500 -0.8056 0.9622
H 0.9870 -1.3243 -1.0168
C -0.0882 0.1615 -1.0440
O -0.1201 0.3421 0.3519
*
```

natural (NBO) population analysis, charges in e, atoms 1 to 6: atom 1 (N): -0.73, atom 2 (H): 0.39, atom 3 (C): -0.11, atom 4 (H): 0.20, atom 5 (H): 0.19, atom 6 (H): 0.38

=====

A single C2H5N3O2 molecule, computed with ωB97M-V/def2-TZVPD.

- lowest unoccupied orbital energy (eV) = 1.00
- HOMO (eV) = -8.7252
- gap between HOMO and LUMO (eV) = 9.7301
- SMILES string = N1O[C@H]2NN[C@H]2O1

The geometry in ORCA input format:
```
! RIJCOSX wB97M-V def2-TZVPD def2/J DEFGRID3
* xyz 0 1
H -2.4459 0.0740 -0.8006
C 0.1480 -0.9054 0.5125
H 0.3175 -1.5030 1.4706
H 0.7550 0.8707 -1.3751
C 0.1889 0.9390 0.5976
H 0.5826 1.6013 1.4555
N 1.0793 -0.7542 -0.5626
O -1.0858 1.2541 0.0906
N -1.4456 0.1544 -0.7148
N 1.1562 0.6694 -0.4745
O -1.1531 -1.1206 0.1246
H 1.9029 -1.2796 -0.3239
*
```

natural (NBO) population analysis, charges in e, atoms 1 to 6: atom 1 (H): 0.36, atom 2 (C): 0.21, atom 3 (H): 0.21, atom 4 (H): 0.37, atom 5 (C): 0.16, atom 6 (H): 0.22

=====

A single C2H5N3O2 molecule, computed with ωB97M-V/def2-TZVPD.

- lowest unoccupied orbital energy (eV) = 0.68
- HOMO (eV) = -8.6980
- gap between HOMO and LUMO (eV) = 9.3791
- SMILES string = N/C(=N\O)NC=O

The geometry in ORCA input format:
```
! RIJCOSX wB97M-V def2-TZVPD def2/J DEFGRID3
* xyz 0 1
N -1.6426 0.5360 -0.1393
H 2.1592 -0.5176 0.5150
C -0.3927 0.0501 0.0689
N 0.5866 0.9456 0.3690
H -1.7000 1.3921 -0.6733
C 1.9244 0.5538 0.4161
N -0.0305 -1.1859 -0.0990
O -1.1348 -1.9986 -0.4121
H -0.7240 -2.8817 -0.4739
H 0.3751 1.9268 0.4463
O 2.8268 1.3806 0.4756
H -2.2475 -0.2012 -0.4933
*
```

natural (NBO) population analysis, charges in e, atoms 1 to 6: atom 1 (N): -0.82, atom 2 (H): 0.17, atom 3 (C): 0.52, atom 4 (N): -0.64, atom 5 (H): 0.39, atom 6 (C): 0.53

=====

A single C2H5N3O2 molecule, computed with ωB97M-V/def2-TZVPD.

- lowest unoccupied orbital energy (eV) = 0.70
- HOMO (eV) = -8.5871
- gap between HOMO and LUMO (eV) = 9.2841
- SMILES string = NC(/C=N\O)=N\O

The geometry in ORCA input format:
```
! RIJCOSX wB97M-V def2-TZVPD def2/J DEFGRID3
* xyz 0 1
N -1.3240 -1.6940 0.4425
H -0.0169 1.8069 -0.9922
H -1.8666 -0.4652 1.9681
N -0.3694 0.8620 -1.0379
H 2.9406 1.1584 0.2712
O -1.6138 -0.2405 1.0598
H 0.3168 -2.2383 -0.6289
H -1.3764 0.8055 -1.0737
C 0.2107 -0.0089 -0.1535
O 2.0556 1.2772 -0.0880
N 1.3393 0.1814 0.4583
C -0.2959 -1.4446 -0.2258
*
```

natural (NBO) population analysis, charges in e, atoms 1 to 6: atom 1 (N): -0.07, atom 2 (H): 0.40, atom 3 (H): 0.48, atom 4 (N): -0.82, atom 5 (H): 0.48, atom 6 (O): -0.65

=====

A single C2H5N3O2 molecule, computed with ωB97M-V/def2-TZVPD.

- lowest unoccupied orbital energy (eV) = -0.84
- HOMO (eV) = -9.6952
- gap between HOMO and LUMO (eV) = 8.8554
- SMILES string = C/N=[N+](\[O-])CN=O

The geometry in ORCA input format:
```
! RIJCOSX wB97M-V def2-TZVPD def2/J DEFGRID3
* xyz 0 1
H 2.3084 -1.6682 1.0542
C -0.9317 0.8365 -0.8752
H -0.3470 1.5822 -1.4192
O 1.2414 -0.7384 -0.9843
N 2.0109 0.1796 2.1319
H -1.8713 1.2686 -0.5417
O 3.2028 0.3026 2.3489
N 0.7505 -0.3233 0.0420
C 1.5726 -0.9785 1.4675
H 0.7415 -1.4329 1.9977
H -1.1115 -0.0046 -1.5526
N -0.2064 0.3884 0.2900
*
```

natural (NBO) population analysis, charges in e, atoms 1 to 6: atom 1 (H): 0.21, atom 2 (C): -0.47, atom 3 (H): 0.22, atom 4 (O): -0.45, atom 5 (N): 0.10, atom 6 (H): 0.21

=====

A single C2H5N3O2S molecule, computed with ωB97M-V/def2-TZVPD.

- lowest unoccupied orbital energy (eV) = 0.14
- HOMO (eV) = -9.0775
- gap between HOMO and LUMO (eV) = 9.2195
- SMILES string = NC(=O)N(O)C(N)=S

The geometry in ORCA input format:
```
! RIJCOSX wB97M-V def2-TZVPD def2/J DEFGRID3
* xyz 0 1
H -0.2345 -2.2626 -0.2039
O 0.8888 1.5197 -0.2345
C 1.1849 -0.6475 -0.1700
H 1.5063 -2.7520 0.0352
N 0.2609 0.3171 -0.3521
N 0.7526 -1.9868 0.2915
H -2.5001 1.6869 0.6646
H 1.7567 1.0580 -0.0708
S -2.2089 -1.0048 -0.2610
O 2.3317 -0.1649 -0.1575
N -1.5658 1.5342 0.1118
H -1.0672 2.4380 0.4262
C -1.1053 0.2648 -0.0795
*
```

natural (NBO) population analysis, charges in e, atoms 1 to 6: atom 1 (H): 0.43, atom 2 (O): -0.54, atom 3 (C): 0.78, atom 4 (H): 0.41, atom 5 (N): -0.19, atom 6 (N): -0.85

=====

A single C2H5N3O2S molecule, computed with ωB97M-V/def2-TZVPD.

- lowest unoccupied orbital energy (eV) = -0.17
- HOMO (eV) = -9.0790
- gap between HOMO and LUMO (eV) = 8.9118
- SMILES string = N/N=C(\NO)C(=O)S

The geometry in ORCA input format:
```
! RIJCOSX wB97M-V def2-TZVPD def2/J DEFGRID3
* xyz 0 1
H 1.4727 -2.6459 -0.0355
C -1.5347 0.5790 -0.1478
C -0.1205 0.0222 -0.0914
N 1.4502 -1.6372 -0.1512
H -2.1615 -1.5659 0.2281
O -1.6911 1.7826 -0.3320
O 0.8051 2.1285 0.4794
N 0.8011 1.0028 -0.3706
N 0.1190 -1.2446 0.0794
H 1.7405 0.7270 -0.6027
H 0.0021 2.6087 0.2278
S -2.9204 -0.4725 0.0903
H 2.0376 -1.2848 0.6261
*
```

natural (NBO) population analysis, charges in e, atoms 1 to 6: atom 1 (H): 0.37, atom 2 (C): 0.37, atom 3 (C): 0.25, atom 4 (N): -0.66, atom 5 (H): 0.16, atom 6 (O): -0.57

=====

A molecular structure, C2H5N3O2S2, computed with ωB97M-V/def2-TZVPD.

- lowest unoccupied orbital energy (alpha / beta) (eV) = -0.72 / -0.72
- HOMO (alpha / beta) (eV) = -8.2532 / -8.2549
- gap between HOMO and LUMO (alpha / beta) (eV) = 7.5330 / 7.5359

The geometry in ORCA input format:
```
! RIJCOSX wB97M-V def2-TZVPD def2/J DEFGRID3
* xyz 0 1
O 2.6229 0.9386 -0.2168
H -1.4626 0.9540 -1.7531
N -0.9898 -0.5503 0.7863
N -0.0846 0.3592 1.0613
S -0.4179 1.8728 0.2607
H 2.8224 -1.1575 1.4671
C -1.7650 1.1147 -0.7117
H -2.6478 1.7493 -0.6812
O 1.0769 -0.6064 -1.3931
H 1.5368 -2.0524 0.9092
N 2.2989 -1.4424 0.6531
H -2.7572 -0.8513 -0.1737
C -1.9118 -0.2057 -0.0212
S 1.6788 -0.1225 -0.1870
*
```

natural (NBO) population analysis, charges in e, atoms 1 to 6: atom 1 (O): -0.87, atom 2 (H): 0.25, atom 3 (N): -0.27, atom 4 (N): -0.48, atom 5 (S): 0.35, atom 6 (H): 0.40

=====

What are the strongest force on any atom values for these records? In order: 4.44; 4.66; 2.29; 4.89; 1.91; 3.51; 2.45; 2.97; 4.30; 5.19; 2.01; 4.56 eV/A.
What are the relative energy (zero: lowest compared OMol25 entry of this formula, charge and spin) values for these records? In order: 344.4; 362.3; 551.6; 292.9; 261.7; 749.8; 262.5; 572.4; 720.0; 250.3; 306.5; 275.8 kJ/mol.
What are the DFT total energy values for these records? In order: -13001.3368; -8669.8880; -8667.9258; -8670.6063; -8670.9306; -10714.0396; -10719.0901; -10715.8780; -10714.3483; -21553.3197; -21552.7365; -32387.5930 eV.